[1]
Here is a structure of composition C31H29AuCl2N4OSSb in a non-equilibrium geometry from the Open Molecules 2025 dataset. Energies are from the ωB97M-V functional and the def2-TZVPD basis.

As for the expectation value of S²: 2.056. As for the charge: +1. The LUMO energy (spin up / spin down) comes out at -2.0 / -4.7 eV. As for the multiplicity: 3.

CARTESIAN COORDINATES (ANGSTROEM)
1 Au -0.028 -0.194 -1.628
2 C 0.069 2.257 2.307
3 C 0.704 2.369 1.005
4 C 2.060 2.101 0.789
5 C 2.587 2.409 -0.451
6 C 1.818 2.685 -1.560
7 C 0.484 2.813 -1.262
8 N -0.027 2.802 -0.027
9 Sb -1.101 3.223 -2.639
10 C -2.440 1.682 -1.860
11 C -3.732 2.159 -1.713
12 C -4.683 1.266 -1.275
13 C -4.367 -0.040 -0.992
14 C -3.014 -0.440 -1.118
15 C -2.584 -1.854 -0.840
16 N -2.088 0.401 -1.543
17 C -0.685 1.965 -4.380
18 C -1.079 2.486 -5.547
19 C -0.977 1.732 -6.743
20 C -0.528 0.458 -6.635
21 C -0.236 -0.059 -5.345
22 C 0.080 -1.476 -5.187
23 N -0.246 0.734 -4.282
24 H 0.784 1.871 3.108
25 H -0.725 1.509 2.275
26 H -0.457 3.183 2.550
27 H 2.684 1.807 1.605
28 H 3.667 2.426 -0.431
29 H 2.217 2.801 -2.548
30 H -3.935 3.202 -2.070
31 H -5.739 1.555 -1.146
32 H -5.081 -0.769 -0.666
33 H -3.074 -2.602 -1.411
34 H -2.886 -2.122 0.182
35 H -1.576 -2.016 -1.060
36 H -1.367 3.536 -5.605
37 H -1.264 2.258 -7.625
38 H -0.401 -0.152 -7.473
39 H 0.918 -1.744 -5.816
40 H -0.809 -2.020 -5.583
41 H 0.189 -1.773 -4.163
42 C -0.710 -3.320 3.259
43 S -1.689 -1.858 3.478
44 O -1.251 -0.979 2.365
45 C -1.074 -1.267 5.007
46 C -1.963 -1.204 6.099
47 C -1.480 -0.605 7.297
48 C -0.119 -0.186 7.400
49 C 0.732 -0.315 6.331
50 C 0.263 -0.867 5.140
51 H 0.163 -3.139 2.733
52 H -1.350 -4.031 2.691
53 H -0.601 -3.839 4.235
54 H -2.986 -1.614 6.032
55 H -2.027 -0.522 8.162
56 H 0.206 0.261 8.333
57 H 1.802 -0.030 6.379
58 H 0.886 -0.920 4.205
59 Cl 1.432 -0.977 1.451
60 C 2.871 -1.222 0.545
61 C 4.028 -1.454 1.239
62 C 5.230 -1.700 0.510
63 C 5.302 -1.439 -0.901
64 C 4.132 -1.081 -1.507
65 Cl 4.112 -0.911 -3.211
66 C 2.904 -1.071 -0.875
67 N 1.694 -0.930 -1.477
68 H 4.022 -1.570 2.303
69 H 6.121 -1.928 1.101
70 H 6.226 -1.710 -1.525

Forces on atoms 1 to 2 (eV/Å):
-1.6 0.6 -0.4
-0.2 -1.0 1.8

[2]
Here is a structure of composition C31H29BaN5O2S4 in a non-equilibrium geometry from the Open Molecules 2025 dataset. Energies are from the ωB97M-V functional and the def2-TZVPD basis.

As for the charge: -2. The value obtained for the energy relative to the best compared isomer or geometry (same formula, charge and spin) is 13.5 kcal per mole. The LUMO energy comes out at 4.0 eV.

CARTESIAN COORDINATES (ANGSTROEM)
1 Ba 0.772 0.454 -2.136
2 C 2.183 -2.167 1.071
3 C 0.701 -2.285 0.847
4 N -0.054 -1.569 1.572
5 N -1.450 -1.727 1.407
6 C -2.062 -0.649 1.036
7 S -1.375 0.888 0.598
8 S -3.857 -0.789 1.104
9 C -4.016 -0.207 2.813
10 C -3.598 -1.163 3.890
11 C -4.457 -2.157 4.348
12 C -4.053 -3.054 5.323
13 C -2.772 -2.975 5.854
14 C -1.905 -1.992 5.398
15 C -2.318 -1.094 4.426
16 C 0.286 -3.259 -0.208
17 C -0.297 -4.479 0.089
18 C -0.520 -5.421 -0.905
19 C -0.141 -5.131 -2.211
20 C 0.431 -3.916 -2.540
21 C 0.621 -2.934 -1.551
22 O 1.074 -1.731 -1.840
23 H 2.396 -1.467 1.878
24 H 2.688 -1.829 0.168
25 H 2.601 -3.147 1.313
26 H -5.068 0.060 2.938
27 H -3.429 0.712 2.886
28 H -5.450 -2.234 3.920
29 H -4.736 -3.823 5.664
30 H -2.446 -3.684 6.604
31 H -0.894 -1.937 5.781
32 H -1.632 -0.352 4.041
33 H -0.586 -4.683 1.114
34 H -0.985 -6.369 -0.667
35 H -0.305 -5.867 -2.992
36 H 0.709 -3.678 -3.558
37 C -0.916 4.037 -1.389
38 C 0.429 3.663 -0.846
39 O 1.068 2.732 -1.327
40 N 0.933 4.413 0.184
41 C 2.072 3.948 0.979
42 C 1.567 3.251 2.218
43 C 1.214 3.983 3.351
44 C 0.620 3.331 4.415
45 C 0.397 1.967 4.306
46 C 0.805 1.321 3.145
47 N 1.386 1.942 2.123
48 H -0.926 3.787 -2.449
49 H -1.128 5.097 -1.238
50 H -1.676 3.442 -0.878
51 H 0.275 5.036 0.625
52 H 2.710 4.796 1.248
53 H 2.651 3.261 0.368
54 H 1.394 5.052 3.377
55 H 0.325 3.871 5.308
56 H -0.088 1.408 5.095
57 H 0.593 0.268 2.989
58 S -0.376 2.008 -4.583
59 C 0.665 1.486 -5.931
60 C 0.108 1.456 -7.216
61 C 0.806 1.064 -8.344
62 C 2.135 0.677 -8.216
63 C 2.714 0.701 -6.960
64 C 2.025 1.096 -5.810
65 S 2.935 1.129 -4.277
66 H -0.931 1.752 -7.300
67 H 0.315 1.059 -9.310
68 H 2.714 0.359 -9.076
69 H 3.749 0.404 -6.835
70 N 4.437 0.596 -1.774
71 C 4.861 0.813 -0.717
72 H 4.085 0.454 -2.726

Forces on atoms 1 to 2 (eV/Å):
-0.6 1.2 -0.7
0.1 0.0 0.1

[3]
Here is a structure of composition C31H29BiF3N4O2P from the Open Molecules 2025 dataset. Energies are from the ωB97M-V functional and the def2-TZVPD basis.

As for the charge: 0. The value obtained for the energy relative to the best compared isomer or geometry (same formula, charge and spin) is 0.0 kcal per mole. The LUMO energy comes out at -0.3 eV.

CARTESIAN COORDINATES (ANGSTROEM)
1 Bi -0.170 -0.174 -1.002
2 O -4.004 0.986 0.531
3 C -2.930 1.017 -0.027
4 O -2.237 -0.034 -0.350
5 C -2.356 2.376 -0.410
6 C -3.111 3.545 -0.152
7 C -2.589 4.745 -0.522
8 C -1.320 4.799 -1.151
9 C -0.706 6.009 -1.557
10 C 0.528 5.997 -2.138
11 C 1.207 4.773 -2.342
12 C 0.636 3.592 -1.965
13 C -0.643 3.585 -1.362
14 N -1.182 2.394 -0.976
15 H -4.070 3.440 0.332
16 H -3.130 5.666 -0.340
17 H -1.232 6.941 -1.396
18 H 0.992 6.923 -2.446
19 H 2.185 4.777 -2.806
20 H 1.144 2.648 -2.124
21 C 6.105 1.089 -0.571
22 N 5.353 0.835 0.655
23 C 5.618 -0.535 1.090
24 N 5.343 -1.545 0.072
25 C 6.094 -1.212 -1.135
26 N 5.843 0.135 -1.647
27 C 4.471 0.264 -2.144
28 P 3.189 -0.050 -0.841
29 C 3.923 1.058 0.455
30 C 3.910 -1.636 -0.200
31 H 7.169 1.037 -0.328
32 H 5.879 2.097 -0.926
33 H 5.018 -0.750 1.977
34 H 6.675 -0.602 1.357
35 H 5.858 -1.939 -1.915
36 H 7.158 -1.288 -0.901
37 H 4.319 -0.437 -2.969
38 H 4.328 1.269 -2.549
39 H 3.392 0.892 1.396
40 H 3.756 2.101 0.170
41 H 3.721 -2.429 -0.928
42 H 3.386 -1.913 0.718
43 C 2.715 -1.576 5.626
44 C 2.612 -0.306 5.074
45 C 2.023 -0.128 3.833
46 C 1.529 -1.221 3.118
47 C 1.656 -2.492 3.677
48 C 2.235 -2.670 4.924
49 C 0.959 -1.115 1.754
50 C 0.413 -0.050 1.164
51 C 0.080 1.223 1.838
52 C 0.654 2.426 1.436
53 C 0.308 3.622 2.046
54 C -0.639 3.630 3.061
55 C -1.231 2.437 3.458
56 C -0.875 1.243 2.853
57 H 3.174 -1.710 6.597
58 H 2.993 0.553 5.610
59 H 1.947 0.869 3.421
60 H 1.293 -3.349 3.122
61 H 2.316 -3.665 5.341
62 H 1.046 -2.040 1.191
63 H 1.378 2.430 0.630
64 H 0.768 4.545 1.718
65 H -0.923 4.560 3.534
66 H -1.981 2.437 4.237
67 H -1.348 0.316 3.150
68 F 0.662 -3.195 -0.745
69 C -0.477 -2.487 -1.018
70 F -1.436 -3.004 -0.240
71 F -0.797 -2.807 -2.305

Forces on atoms 1 to 2 (eV/Å):
-0.1 0.3 0.0
-0.1 0.0 0.0

[4]
Here is a structure of composition C31H29BrN9O5PdSe2 from the Open Molecules 2025 dataset. Energies are from the ωB97M-V functional and the def2-TZVPD basis.

As for the expectation value of S²: 6.015. As for the charge: +1. The LUMO energy (spin up / spin down) comes out at -2.2 / -5.9 eV. As for the multiplicity: 5.

CARTESIAN COORDINATES (ANGSTROEM)
1 Pd 1.929 -0.914 -1.349
2 O 7.230 -3.783 -0.344
3 C 6.100 -4.382 -0.943
4 C 4.959 -3.341 -0.996
5 C 4.645 -2.978 0.453
6 O 3.725 -1.890 0.531
7 C 5.494 -2.151 -1.798
8 Se 4.416 -0.551 -1.999
9 C 3.818 -4.071 -1.701
10 Se 2.138 -3.217 -2.168
11 H 7.955 -4.414 -0.315
12 H 5.759 -5.251 -0.368
13 H 6.323 -4.716 -1.963
14 H 5.578 -2.709 0.950
15 H 4.230 -3.859 0.956
16 H 3.565 -1.718 1.472
17 H 5.716 -2.458 -2.826
18 H 6.434 -1.810 -1.366
19 H 3.513 -4.945 -1.118
20 H 4.164 -4.457 -2.665
21 C 1.081 4.925 -1.090
22 N 1.526 3.550 -0.880
23 C 1.764 2.595 -1.780
24 N 2.372 1.572 -1.202
25 C 2.469 1.970 0.098
26 N 1.984 3.162 0.330
27 C -0.406 5.153 -1.224
28 C -0.802 6.358 -1.799
29 C -2.129 6.751 -1.779
30 C -3.078 5.943 -1.174
31 C -2.695 4.722 -0.633
32 C -1.361 4.314 -0.668
33 C -3.705 3.922 0.066
34 N -4.603 4.327 0.893
35 N -5.228 3.184 1.377
36 C -4.666 2.189 0.786
37 O -3.695 2.578 -0.076
38 C -4.894 0.761 1.004
39 C -5.494 0.344 2.189
40 C -5.678 -1.007 2.429
41 C -5.259 -1.943 1.493
42 C -4.668 -1.529 0.305
43 C -4.195 -2.545 -0.700
44 N -2.798 -2.925 -0.502
45 C -1.730 -2.620 -1.239
46 N -0.643 -3.155 -0.707
47 C -1.131 -3.791 0.392
48 N -2.427 -3.674 0.554
49 C -4.490 -0.175 0.060
50 H 1.601 5.310 -1.968
51 H 1.458 5.469 -0.226
52 H 1.496 2.679 -2.820
53 H 2.923 1.377 0.876
54 H -0.058 7.008 -2.246
55 H -2.421 7.695 -2.219
56 H -4.114 6.246 -1.114
57 H -1.081 3.366 -0.222
58 H -5.805 1.086 2.912
59 H -6.144 -1.334 3.348
60 H -5.390 -3.000 1.687
61 H -4.270 -2.152 -1.714
62 H -4.784 -3.458 -0.641
63 H -1.783 -2.007 -2.125
64 H -0.520 -4.350 1.082
65 H -4.024 0.160 -0.858
66 Br 2.710 -1.873 3.719
67 C 1.100 -1.074 3.114
68 C 0.131 -0.739 4.048
69 N -1.020 -0.176 3.701
70 C -1.228 0.084 2.416
71 C -0.306 -0.208 1.412
72 C 0.884 -0.816 1.776
73 C -0.663 0.176 0.006
74 O -1.716 0.734 -0.216
75 O 0.166 -0.082 -0.974
76 H 0.291 -0.933 5.102
77 H -2.170 0.547 2.148
78 H 1.628 -1.077 1.031

Forces on atoms 1 to 2 (eV/Å):
0.5 0.2 -0.2
0.0 0.0 0.0

[5]
Here is a structure of composition C31H29CaN4P2S4Se2 in a non-equilibrium geometry from the Open Molecules 2025 dataset. Energies are from the ωB97M-V functional and the def2-TZVPD basis.

As for the charge: -1. The value obtained for the energy relative to the best compared isomer or geometry (same formula, charge and spin) is 6.3 kcal per mole. The LUMO energy comes out at 2.1 eV.

CARTESIAN COORDINATES (ANGSTROEM)
1 Ca 0.439 0.083 -0.305
2 S -1.785 -0.254 -1.768
3 S -0.877 -1.768 -2.819
4 S 0.261 -2.887 -1.518
5 S 2.023 -1.874 -1.201
6 Se 4.138 0.695 5.867
7 P 4.674 1.294 3.922
8 C 5.220 3.027 3.981
9 C 6.556 3.399 3.909
10 C 6.913 4.729 4.089
11 C 5.942 5.684 4.342
12 C 4.606 5.311 4.423
13 C 4.248 3.987 4.248
14 C 6.053 0.346 3.213
15 C 6.587 -0.735 3.900
16 C 7.653 -1.436 3.355
17 C 8.185 -1.051 2.134
18 C 7.637 0.020 1.438
19 C 6.565 0.718 1.969
20 C 3.441 1.288 2.622
21 C 2.295 0.553 2.292
22 N 1.887 1.037 1.097
23 N 2.714 1.997 0.719
24 N 3.660 2.157 1.609
25 P 1.404 -0.747 3.157
26 Se -0.281 -1.586 2.192
27 C 2.683 -1.991 3.502
28 C 2.996 -2.464 4.770
29 C 3.970 -3.441 4.916
30 C 4.624 -3.948 3.804
31 C 4.304 -3.481 2.536
32 C 3.334 -2.504 2.381
33 C 0.799 0.010 4.693
34 C 0.229 -0.808 5.666
35 C -0.321 -0.247 6.806
36 C -0.334 1.132 6.967
37 C 0.184 1.949 5.975
38 C 0.749 1.391 4.838
39 H 7.318 2.654 3.722
40 H 7.955 5.018 4.032
41 H 6.225 6.719 4.487
42 H 3.847 6.056 4.629
43 H 3.212 3.682 4.334
44 H 6.158 -1.017 4.854
45 H 8.069 -2.285 3.884
46 H 9.029 -1.587 1.717
47 H 8.044 0.306 0.477
48 H 6.109 1.536 1.426
49 H 2.507 -2.056 5.642
50 H 4.226 -3.796 5.907
51 H 5.383 -4.712 3.923
52 H 4.802 -3.880 1.661
53 H 3.065 -2.164 1.386
54 H 0.202 -1.880 5.511
55 H -0.752 -0.886 7.567
56 H -0.756 1.569 7.864
57 H 0.161 3.026 6.093
58 H 1.151 2.028 4.060
59 C -3.176 4.411 1.333
60 C -2.705 3.356 2.343
61 C -1.958 4.014 3.513
62 C -3.891 2.525 2.853
63 C -1.767 2.453 1.671
64 N -1.015 1.758 1.158
65 H -3.852 5.110 1.827
66 H -3.703 3.937 0.505
67 H -2.328 4.965 0.931
68 H -2.624 4.703 4.034
69 H -1.093 4.568 3.149
70 H -1.613 3.256 4.217
71 H -4.593 3.176 3.376
72 H -3.548 1.750 3.538
73 H -4.405 2.046 2.020

Forces on atoms 1 to 2 (eV/Å):
-1.2 -0.8 -0.6
-0.5 0.4 0.1

[6]
Here is a structure of composition C31H29Cl3GeN6O3STi in a non-equilibrium geometry from the Open Molecules 2025 dataset. Energies are from the ωB97M-V functional and the def2-TZVPD basis.

As for the charge: 0. The value obtained for the energy relative to the best compared isomer or geometry (same formula, charge and spin) is 26.5 kcal per mole. The LUMO energy (spin up / spin down) comes out at -1.5 / -1.5 eV.

CARTESIAN COORDINATES (ANGSTROEM)
1 Ti 0.100 0.299 -0.108
2 O 1.092 0.748 -1.621
3 C 2.230 1.439 -1.686
4 C 3.208 1.086 -2.611
5 C 4.409 1.764 -2.629
6 C 4.648 2.835 -1.757
7 C 3.656 3.231 -0.893
8 C 2.437 2.544 -0.848
9 C 1.302 3.068 -0.118
10 N 0.241 2.365 0.020
11 N -0.955 3.004 0.363
12 C -1.913 2.168 0.164
13 O -1.661 0.907 -0.253
14 C -3.318 2.568 0.379
15 C -3.644 3.569 1.292
16 C -4.973 3.916 1.482
17 C -5.975 3.279 0.756
18 C -5.648 2.282 -0.155
19 C -4.319 1.921 -0.335
20 H 3.003 0.261 -3.287
21 H 5.181 1.465 -3.333
22 H 5.599 3.354 -1.774
23 H 3.804 4.082 -0.233
24 H 1.282 4.104 0.202
25 H -2.850 4.049 1.853
26 H -5.231 4.682 2.205
27 H -7.013 3.559 0.902
28 H -6.427 1.786 -0.724
29 H -4.053 1.143 -1.043
30 S 2.157 -0.506 0.962
31 C 2.167 -1.995 0.063
32 N 2.913 -2.997 0.522
33 N 3.263 -3.996 -0.294
34 C 3.832 -4.002 -1.609
35 C 4.245 -2.872 -2.313
36 C 4.899 -3.024 -3.529
37 C 5.135 -4.282 -4.070
38 C 4.719 -5.399 -3.367
39 C 4.078 -5.261 -2.143
40 N 1.384 -2.271 -1.034
41 N 0.338 -1.593 -1.161
42 C -0.439 -2.006 -2.319
43 C 0.087 -2.882 -3.266
44 C -0.673 -3.248 -4.363
45 C -1.959 -2.743 -4.535
46 C -2.480 -1.875 -3.589
47 C -1.724 -1.507 -2.482
48 H 3.444 -4.829 0.230
49 H 4.098 -1.880 -1.919
50 H 5.231 -2.137 -4.058
51 H 5.644 -4.387 -5.022
52 H 4.895 -6.391 -3.765
53 H 3.762 -6.145 -1.592
54 H 1.092 -3.259 -3.139
55 H -0.256 -3.927 -5.098
56 H -2.545 -3.021 -5.405
57 H -3.481 -1.477 -3.708
58 H -2.144 -0.845 -1.741
59 Cl -1.933 1.516 3.519
60 Ge -0.207 0.634 2.507
61 Cl 0.168 -1.059 3.838
62 Cl 1.361 2.047 3.215
63 C -2.749 -3.481 0.438
64 C -3.657 -2.279 0.813
65 C -2.699 -1.305 1.482
66 O -1.434 -1.577 0.840
67 C -1.347 -3.014 0.821
68 H -2.804 -3.693 -0.630
69 H -3.018 -4.389 0.978
70 H -4.471 -2.553 1.483
71 H -4.089 -1.828 -0.082
72 H -2.599 -1.510 2.550
73 H -2.954 -0.263 1.348
74 H -1.065 -3.356 1.818
75 H -0.576 -3.311 0.121

Forces on atoms 1 to 2 (eV/Å):
-0.2 -1.0 0.1
0.9 0.1 -0.6

| no. | energy (Ha) |
| --- | --- |
| 1 | -3187.09212 |
| 2 | -3241.34255 |
| 3 | -2423.76804 |
| 4 | -9572.16603 |
| 5 | -9173.93845 |
| 6 | -6458.26938 |